# 1
{"formula": "C10H15N4S", "method": "wB97M-V/def2-TZVPD", "symbols": ["C", "C", "C", "C", "C", "C", "C", "C", "C", "C", "N", "N", "N", "N", "S", "H", "H", "H", "H", "H", "H", "H", "H", "H", "H", "H", "H", "H", "H", "H"], "xyz": [[-3.942, -0.250, -0.909], [-3.128, 0.892, -0.901], [-3.332, -1.475, -0.658], [-1.774, 0.875, -0.483], [-2.004, -1.569, -0.342], [-1.210, -0.406, -0.208], [3.271, 0.878, -0.247], [2.125, -1.250, -1.181], [0.347, 0.975, 2.135], [0.555, -0.400, 1.617], [3.958, 1.888, 0.122], [1.918, 1.003, -0.598], [0.069, -0.690, 0.236], [1.174, -0.169, -0.834], [3.585, -0.852, -0.304], [-5.044, -0.236, -0.953], [-3.484, 1.871, -1.167], [-3.786, -2.465, -0.789], [-1.206, 1.780, -0.390], [-1.535, -2.524, -0.114], [1.822, -2.272, -1.039], [2.336, -1.153, -2.271], [0.755, 1.801, 1.477], [-0.685, 1.108, 2.312], [0.969, 1.083, 2.984], [1.663, -0.800, 1.547], [-0.142, -1.084, 2.151], [4.790, 1.671, 0.589], [1.276, 1.671, -0.192], [0.659, 0.101, -1.591]], "nbo_charge": [-0.1748, -0.1837, -0.1840, -0.2356, -0.1868, 0.0361, 0.2579, -0.4018, -0.6355, -0.2391, -0.6237, -0.4648, -0.2605, -0.0857, 0.3181, 0.2482, 0.2329, 0.2364, 0.2171, 0.2317, 0.2833, 0.2468, 0.1833, 0.2341, 0.2515, 0.2226, 0.2485, 0.3766, 0.4235, 0.4275], "de_lowest_kj_mol": 128.8, "lumo_energy_ev": -3.2, "smiles": "[H]/N=C1/N[N@H+](N(CC)c2ccccc2)CS1", "fmax_ha_per_bohr": 0.071, "homo_energy_ha": -0.47568, "charge": 1}

***

# 2
{"formula": "C12H7GaN2O5S", "method": "wB97M-V/def2-TZVPD", "symbols": ["O", "C", "Ga", "O", "C", "C", "O", "C", "O", "C", "O", "H", "N", "C", "N", "C", "C", "C", "C", "C", "C", "S", "H", "H", "H", "H", "H", "H"], "xyz": [[6.366, -0.360, -2.409], [5.275, -0.168, -2.689], [0.501, 0.766, -1.523], [1.396, 3.676, -1.377], [1.103, 2.550, -1.288], [-1.504, 1.346, -1.969], [-2.598, 1.581, -2.217], [-0.986, -1.379, -2.843], [-0.553, -2.438, -3.035], [1.313, 1.050, -3.984], [1.391, 1.376, -5.077], [2.134, 0.721, -1.053], [2.261, 1.118, 1.254], [1.057, 0.525, 1.565], [0.087, 0.283, 0.692], [-0.970, -0.473, 1.267], [-2.122, -0.961, 0.604], [-3.070, -1.671, 1.365], [-2.871, -1.879, 2.740], [-1.739, -1.373, 3.390], [-0.781, -0.685, 2.660], [0.715, -0.019, 3.259], [2.795, 1.414, 2.071], [2.235, 1.764, 0.441], [-2.279, -0.772, -0.480], [-3.979, -2.057, 0.881], [-3.615, -2.438, 3.308], [-1.564, -1.497, 4.447]], "nbo_charge": [-0.4524, 0.4582, 0.9035, -0.2611, 0.4309, 0.5848, -0.2506, 0.5125, -0.3658, 0.5681, -0.3254, -0.1379, -0.7575, 0.3270, -0.6442, 0.1887, -0.2679, -0.1696, -0.1772, -0.1623, -0.2521, 0.4850, 0.4425, 0.3761, 0.1927, 0.2499, 0.2559, 0.2480], "de_lowest_kj_mol": 0.0, "lumo_energy_ev": -10.0, "fmax_ha_per_bohr": 0.192, "homo_energy_ha": -0.55004, "charge": 2}

***

# 3
{"formula": "C5H7N", "method": "wB97M-V/def2-TZVPD", "symbols": ["C", "C", "C", "C", "C", "N", "H", "H", "H", "H", "H", "H", "H"], "xyz": [[1.621, 0.689, 0.240], [1.099, -0.638, -0.113], [-0.205, -0.918, 0.560], [-1.196, -0.571, -0.594], [-1.464, 0.870, -0.720], [-1.683, 2.001, -0.826], [2.239, 1.154, -0.534], [2.332, 0.332, 1.016], [0.950, 1.418, 0.722], [-0.757, -0.925, -1.537], [-0.451, -0.332, 1.463], [-0.335, -1.985, 0.764], [-2.150, -1.096, -0.444]], "nbo_charge": [-0.7901, 0.1758, -0.5416, -0.5067, 0.2775, -0.3208, 0.2442, 0.2869, 0.2072, 0.2702, 0.1999, 0.2308, 0.2667], "de_lowest_kj_mol": 373.3, "lumo_energy_ev": -0.1, "fmax_ha_per_bohr": 0.023, "homo_energy_ha": -0.32050}